No. 1
Computed, not measured: a structure of composition C48H54F6O6S3 in a non-equilibrium geometry, with ωB97M-V/def2-TZVPD.

Last column: Löwdin charge in e.
Positions of all 117 atoms, in Å:
C  1.4319  -5.2048  5.4370  -0.081
F  -4.8141  -5.1148  -4.5780  0.047
C  0.3889  -3.6758  3.6240  -0.038
H  3.1559  1.5912  3.3140  0.118
C  3.6789  -1.3598  -0.8380  -0.054
H  -1.4931  -3.6318  -1.8240  0.063
F  -5.1071  2.6352  -2.3050  0.013
C  0.0989  2.4912  5.8590  -0.022
H  3.0079  -1.6048  -1.5930  0.047
S  1.9149  0.3682  -5.5390  0.681
H  -2.4931  2.8952  -2.6770  0.117
H  -1.1941  2.0722  -3.0430  -0.029
C  -1.1781  3.7232  -4.3790  -0.199
C  -2.9041  -4.4448  -3.2300  -0.015
F  -3.1001  3.4942  4.3200  0.065
H  -0.2241  -3.5168  5.7860  0.095
C  -4.7651  1.5262  -3.1030  -0.222
H  -0.6561  2.3202  0.5660  0.034
C  3.7699  -2.1638  0.3280  -0.032
C  -4.9551  0.3762  -5.3400  -0.077
H  -6.1671  -4.7458  -2.5210  0.103
C  -0.1411  1.0482  5.8590  -0.097
O  -1.2151  4.2642  -0.7800  -0.321
H  0.5359  -0.9878  -7.0150  0.159
C  -5.0031  1.5392  -4.4710  -0.016
H  2.6379  0.5552  -3.1830  0.133
H  3.2199  -3.0628  0.2940  0.097
C  0.5759  -0.5938  -5.9350  -0.264
C  3.3469  3.4812  4.2990  -0.081
C  2.0709  -5.7818  4.3220  -0.108
C  -1.2821  0.5102  5.4050  -0.072
C  -4.4481  -0.7188  -4.7380  -0.125
O  3.0969  0.0372  -6.3040  -0.309
C  3.4779  3.5122  6.7350  -0.114
H  3.2029  -0.8818  -4.0830  0.136
C  3.6859  2.1442  6.7740  -0.013
H  4.6339  0.4612  -1.8760  0.117
H  -0.4231  -2.7198  3.4440  0.166
O  1.4619  1.7032  -5.2860  -0.316
H  5.8909  -0.2238  2.2310  0.092
O  0.7889  3.2002  -1.7940  -0.310
C  -4.6771  -4.2498  -1.0980  -0.089
H  1.1899  1.4282  1.7600  0.036
H  -1.6221  -0.4448  5.4190  0.073
H  -1.8531  3.4872  -5.1770  0.104
C  4.5249  -1.6868  1.3870  -0.185
H  -1.7261  1.4482  1.5060  0.126
H  -3.0501  0.9332  4.4790  0.039
H  -1.8881  0.7802  -0.7660  0.129
H  -0.2721  0.0422  -5.8900  0.093
S  -0.4371  3.9462  -1.9790  0.700
H  -5.3961  2.3972  -4.9330  0.091
H  1.4229  -2.2288  -5.3010  0.091
H  -0.6941  4.3452  4.9270  0.099
H  6.0279  1.2302  -0.1480  0.152
H  3.6999  4.0032  7.6980  0.111
H  3.8959  1.7182  7.6130  0.050
F  4.6129  -2.4818  2.5530  -0.008
C  1.2309  -1.0548  -3.5780  -0.293
H  3.3909  5.4332  5.5500  0.121
C  -1.4331  2.9322  -3.0120  -0.150
H  0.6729  -1.0828  2.4070  -0.036
C  -4.1131  -0.8258  -3.3760  -0.059
F  3.3159  0.0652  5.5180  0.076
H  -3.9041  0.1502  -1.5940  0.083
O  0.0559  -1.9128  -0.5960  -0.352
H  0.4859  0.3992  6.3440  0.067
H  -0.0211  0.9092  -0.9030  0.140
C  0.6049  -0.5648  1.6450  -0.170
C  -3.3251  -4.1208  -0.8230  -0.036
C  5.4009  0.2392  0.1410  -0.116
C  3.3119  4.2812  5.5250  -0.082
O  -1.7901  -1.4878  1.0950  -0.334
H  1.3839  -5.5898  6.5480  0.125
H  -3.6021  -1.6838  -3.0310  0.075
H  -0.7631  5.6862  -5.0490  0.181
H  -2.3771  5.3492  -3.9990  0.200
C  -0.8891  3.3512  5.2640  0.006
C  -2.4341  -4.0558  -1.9790  -0.051
C  -0.9151  0.6202  -0.2020  -0.258
C  -5.1551  -4.5808  -2.3300  -0.026
C  -1.1241  5.1782  -4.0100  -0.368
H  1.5599  -1.8398  -2.9160  0.110
H  1.0859  2.9502  6.1430  0.080
C  -0.8091  1.4342  0.9370  -0.266
C  -0.2931  5.3442  -3.0210  -0.337
H  0.7339  5.3112  -3.3830  0.131
C  3.3969  1.3862  5.5970  -0.279
C  -4.2801  -4.7638  -3.3820  -0.251
H  -2.3221  -4.2918  -4.0260  0.060
S  -0.5711  -1.0348  0.3990  0.704
H  -5.0641  0.5092  -6.4010  0.101
H  2.6019  -6.7318  4.5920  0.109
H  1.8339  -0.4628  1.2000  0.193
H  -5.2611  -4.2218  -0.2600  0.079
C  0.3079  0.9572  1.9110  -0.142
H  3.4649  4.0112  3.2610  0.128
H  2.4829  -5.6218  2.1260  0.090
H  -0.1501  -2.3318  -4.6070  0.147
C  1.9299  -5.3438  2.9620  -0.007
H  0.1439  1.4882  3.0170  0.162
F  0.8879  -3.8718  1.3630  0.054
C  0.4419  -4.0898  5.0630  -0.033
H  -2.7851  -4.0018  0.1020  0.094
C  1.1149  -4.2588  2.6320  -0.331
C  4.5419  -0.2058  -0.9240  -0.086
H  -0.2271  3.6582  -4.9510  0.112
C  -4.3381  0.2712  -2.5450  0.001
H  0.5329  -0.5998  -3.0240  0.077
C  0.6849  -1.6308  -4.9120  -0.188
C  -2.0801  2.7432  4.7550  -0.260
C  -2.2301  1.3422  4.7160  0.018
H  -0.3121  6.3862  -2.4650  0.180
C  5.4039  -0.4688  1.3200  -0.015
C  3.3099  2.0402  4.3440  -0.026
H  -4.2811  -1.6168  -5.5210  0.150
C  2.2739  -0.2668  -3.8680  -0.278

Calculated values
DFT total energy = -4106.0447 a.u.
HOMO = -8.96 eV
2S+1 = 1
Energy above the lowest of the compared OMol25 structures with the same formula, charge and spin = 2.141 eV

***

No. 2
Computed, not measured: a structure of composition C8H21F4N4O6S4 in a non-equilibrium geometry, with ωB97M-V/def2-TZVPD.

Last column: natural (NBO) charge in e.
Positions of all 47 atoms, in Å:
C  -0.9538  -1.5842  4.7760  -0.832
N  -0.4457  1.8926  -0.6635  -1.209
F  -3.2375  2.0585  -0.8039  -0.308
C  2.0003  1.1554  0.4731  -0.720
S  -0.3202  0.0854  4.5746  1.296
H  -2.3955  0.7280  5.5706  0.227
H  3.3142  0.2724  2.2679  0.355
C  3.0108  0.0134  0.2735  0.404
F  -2.8582  0.1317  -1.8234  -0.321
C  -0.7460  -0.8507  -6.7102  -0.832
H  2.6108  -1.0122  -1.4042  0.389
O  1.0754  0.0795  5.0960  -0.998
S  -1.1426  0.6936  0.0725  2.237
H  -0.7948  -1.4899  -7.5896  0.225
N  2.4541  -1.1337  -0.4149  -0.833
C  -0.6179  -0.5751  -4.0629  -0.835
N  4.2339  0.4970  -0.3825  -0.868
H  -0.4085  -2.2278  4.0895  0.243
O  1.6065  3.0949  -1.1675  -0.989
N  3.4139  -0.4918  1.6079  -0.843
H  -1.6117  -0.1888  -6.6886  0.221
F  -4.0959  0.7421  1.4011  -0.320
H  3.0451  -1.9122  -0.1487  0.348
O  -0.6950  -0.6313  -0.2805  -0.961
H  -2.0140  -1.5989  4.5247  0.227
H  -0.7956  -1.9179  5.8024  0.219
H  -1.0816  1.8741  5.9246  0.237
C  -1.3474  0.8221  5.8539  -0.833
C  -3.8184  0.0278  0.2897  0.506
H  -0.5663  -1.0065  -3.0654  0.272
H  0.2898  -0.0036  -4.2497  0.250
O  -1.2801  0.8964  1.4945  -0.980
C  -2.8598  0.7790  -0.6334  0.378
F  -4.9997  -0.1472  -0.3751  -0.342
H  -1.4968  0.0660  -4.1360  0.225
H  -1.1607  0.3274  6.8081  0.219
H  1.3043  0.8837  1.2552  0.253
H  0.1771  -0.2714  -6.7240  0.230
H  -3.4116  -0.9461  0.5356  0.156
O  1.4224  0.8711  -2.1015  -0.978
O  0.5121  -2.6648  -5.2566  -0.995
S  1.1354  1.7401  -0.9915  2.311
H  2.5548  2.0129  0.8289  0.241
H  2.6672  -1.1230  1.8799  0.365
H  4.9728  0.5174  0.3010  0.364
S  -0.7673  -1.9062  -5.2522  1.237
H  4.1217  1.4209  -0.7756  0.364

Calculated values
DFT total energy = -2980.1066 a.u.
HOMO = -6.27 eV
Net charge = -1
2S+1 = 1

***

| no. | LUMO (eV) |
| --- | --- |
| 1 | 0.34 |
| 2 | 2.38 |